C6H13NO | ωB97M-V with the def2-TZVPD basis set

Bonds (Å) are listed after each position.
Element x y z (Å)
1 C -1.601 0.093 0.509  C2 1.506, C5 1.430, H9 1.080
2 C -0.141 -0.037 0.859  C1 1.506, C3 1.672, C4 1.513, H11 1.132
3 C 0.141 -1.066 2.146  C2 1.672, H12 1.085, H13 1.105, H14 1.088
4 C 0.670 1.224 1.061  C2 1.513, H15 1.109, H16 1.113, H17 1.103
5 C -2.005 -0.252 -0.819  C1 1.430, O8 1.260, H10 1.093
6 N 2.439 0.217 -1.943  C7 1.530, H18 1.052, H19 1.032
7 C 2.685 -0.329 -0.535  N6 1.530, H20 1.174, H21 1.115
8 O -3.045 0.079 -1.449  C5 1.260
9 H -2.146 0.955 0.866  C1 1.080
10 H -1.501 -1.172 -1.126  C5 1.093
11 H 0.241 -0.585 -0.054  C2 1.132
12 H 1.161 -1.359 2.377  C3 1.085
13 H -0.401 -1.935 1.732  C3 1.105
14 H -0.353 -0.541 2.960  C3 1.088
15 H 1.024 1.626 0.090  C4 1.109
16 H 0.157 2.061 1.584  C4 1.113
17 H 1.605 0.897 1.547  C4 1.103
18 H 1.550 -0.340 -1.876  N6 1.052
19 H 2.213 1.136 -1.533  N6 1.032
20 H 2.956 0.680 -0.002  C7 1.174
21 H 2.281 -1.357 -0.694  C7 1.115

Computed properties:
- HOMO-LUMO gap (eV) = 3.4
- multiplicity = 1
- HOMO (eV) = -6.565
- relative energy (zero: lowest compared OMol25 entry of this formula, charge and spin) (kJ/mol) = 931.8
- charge = 0

C6H13NO | ωB97M-V with the def2-TZVPD basis set

Bonds (Å) are listed after each position.
Element x y z (Å)
1 C 0.665 -0.289 -0.246  C6 1.446, N7 1.329, O8 1.328
2 C -1.628 -0.399 -1.216  C6 1.649, H10 1.153, H11 1.150, H12 1.130
3 C -1.125 1.042 0.651  C6 1.507, H13 1.104, H14 1.133, H15 1.174
4 C -1.093 -1.436 1.048  C6 1.470, H16 1.112, H17 1.166, H18 1.170
5 C 2.947 0.696 0.053  N7 1.450, H19 1.175, H20 1.084, H21 1.140
6 C -0.723 -0.325 0.160  C1 1.446, C2 1.649, C3 1.507, C4 1.470
7 N 1.860 -0.223 0.330  C1 1.329, C5 1.450, O8 1.470
8 O 1.483 -1.254 -0.649  C1 1.328, N7 1.470
9 H 0.775 1.636 -1.887  no bonds
10 H -1.600 -1.499 -1.561  C2 1.153
11 H -0.978 0.272 -1.887  C2 1.150
12 H -2.659 0.052 -1.112  C2 1.130
13 H -0.609 1.766 -0.004  C3 1.104
14 H -2.250 1.167 0.680  C3 1.133
15 H -0.766 1.292 1.741  C3 1.174
16 H -1.071 -2.443 0.577  C4 1.112
17 H -2.219 -1.230 1.276  C4 1.166
18 H -0.459 -1.452 2.031  C4 1.170
19 H 2.837 0.913 -1.096  C5 1.175
20 H 2.682 1.492 0.739  C5 1.084
21 H 3.933 0.220 0.372  C5 1.140

Computed properties:
- HOMO-LUMO gap (alpha / beta) (eV) = 7.8 / 7.6
- multiplicity = 3
- HOMO (alpha / beta) (eV) = -6.814 / -9.248
- relative energy (zero: lowest compared OMol25 entry of this formula, charge and spin) (kJ/mol) = 431.9
- charge = 0

C6H13NO | ωB97M-V with the def2-TZVPD basis set

Bonds (Å) are listed after each position.
Element x y z (Å)
1 C -0.935 1.054 0.670  C2 1.571, C3 1.484, H9 1.187, H10 1.139
2 C -2.136 2.059 0.551  C1 1.571, H11 1.109, H12 1.117, H13 1.047
3 C -0.187 0.882 -0.601  C1 1.484, N4 1.598, H14 1.187, H15 1.095
4 N 0.857 -0.262 -0.209  C3 1.598, C5 1.551, C6 1.466
5 C 1.996 -0.453 -1.245  N4 1.551, H16 1.141, H17 1.060, H18 1.122
6 C 0.247 -1.581 -0.019  N4 1.466, C7 1.494, H19 1.186, H20 1.194
7 C 1.083 -2.301 0.987  C6 1.494, O8 1.205, H21 1.129
8 O 1.919 -3.151 0.816  C7 1.205
9 H -1.596 0.154 1.072  C1 1.187
10 H -0.210 1.267 1.522  C1 1.139
11 H -2.110 2.637 1.497  C2 1.109
12 H -2.121 2.801 -0.284  C2 1.117
13 H -3.120 1.709 0.476  C2 1.047
14 H -0.978 0.320 -1.285  C3 1.187
15 H 0.354 1.768 -0.952  C3 1.095
16 H 2.465 -1.479 -1.416  C5 1.141
17 H 1.665 0.011 -2.140  C5 1.060
18 H 2.865 0.136 -0.849  C5 1.122
19 H 0.157 -2.315 -0.947  C6 1.186
20 H -0.838 -1.435 0.456  C6 1.194
21 H 0.623 -1.821 1.899  C7 1.129

Computed properties:
- HOMO-LUMO gap (alpha / beta) (eV) = 11.0 / 6.4
- multiplicity = 2
- HOMO (alpha / beta) (eV) = -14.719 / -14.585
- relative energy (zero: lowest compared OMol25 entry of this formula, charge and spin) (kJ/mol) = 357.2
- charge = +1

C6H13NO2 | ωB97M-V with the def2-TZVPD basis set

Bonds (Å) are listed after each position.
Element x y z (Å)
1 C 0.806 0.931 -0.739  C2 1.512, C3 1.537, C4 1.522, H6 1.094
2 C 1.551 -0.355 -0.463  C1 1.512, H9 1.088, H10 1.086, H11 1.140
3 C 1.385 1.646 -1.971  C1 1.537, H8 1.089, H12 1.089, H13 1.091
4 C -0.667 0.701 -1.046  C1 1.522, O5 1.211, H7 1.111
5 O -1.520 1.530 -0.819  C4 1.211
6 H 0.875 1.600 0.124  C1 1.094
7 H -0.833 -0.106 -1.791  C4 1.111
8 H 0.900 2.611 -2.108  C3 1.089
9 H 1.547 -1.017 -1.327  C2 1.088
10 H 2.569 -0.165 -0.135  C2 1.086
11 H 1.006 -0.936 0.352  C2 1.140
12 H 2.455 1.805 -1.849  C3 1.089
13 H 1.222 1.048 -2.869  C3 1.091
14 N -2.393 -0.052 1.294  O17 1.423, H18 1.017, H19 1.024
15 C -0.556 -1.671 1.290  C16 1.320, O17 1.501, H20 1.080
16 C -0.299 -1.547 2.578  C15 1.320, H21 1.078, H22 1.076
17 O -1.551 -0.877 0.495  N14 1.423, C15 1.501
18 H -3.324 -0.454 1.218  N14 1.017
19 H -2.405 0.852 0.812  N14 1.024
20 H -0.413 -2.575 0.715  C15 1.080
21 H -0.527 -0.633 3.103  C16 1.078
22 H 0.172 -2.337 3.135  C16 1.076

Computed properties:
- HOMO-LUMO gap (eV) = 10.4
- SMILES = CC(C)C=O.C=CON
- multiplicity = 1
- HOMO (eV) = -9.293
- relative energy (zero: lowest compared OMol25 entry of this formula, charge and spin) (kJ/mol) = 419.3
- charge = 0

C6H13NO2 | ωB97M-V with the def2-TZVPD basis set

Bonds (Å) are listed after each position.
Element x y z (Å)
1 C 0.819 0.883 0.415  C2 1.684, C3 1.522, O5 1.380, H7 1.104
2 C 0.628 0.366 -1.176  C1 1.684, N4 1.434, H10 1.091, H11 1.091
3 C 1.973 1.872 0.483  C1 1.522, H12 1.087, H13 1.089, H14 1.085
4 N -0.172 1.254 -1.969  C2 1.434, H8 1.016, H9 1.015
5 O -0.331 1.487 0.881  C1 1.380, H6 1.036
6 H -1.169 0.968 0.559  O5 1.036
7 H 1.066 -0.024 0.994  C1 1.104
8 H -1.154 1.203 -1.712  N4 1.016
9 H 0.117 2.217 -1.824  N4 1.015
10 H 1.648 0.354 -1.562  C2 1.091
11 H 0.245 -0.652 -1.263  C2 1.091
12 H 1.781 2.720 -0.171  C3 1.087
13 H 2.065 2.246 1.502  C3 1.089
14 H 2.906 1.400 0.194  C3 1.085
15 C -1.940 -1.193 -0.068  C16 1.458, O18 1.227, H19 1.101
16 C -1.174 -1.802 1.013  C15 1.458, C17 1.332, H20 1.083
17 C -0.735 -3.059 0.955  C16 1.332, H21 1.082, H22 1.078
18 O -2.324 -0.027 -0.062  C15 1.227
19 H -2.186 -1.857 -0.911  C15 1.101
20 H -0.973 -1.172 1.870  C16 1.083
21 H -0.943 -3.693 0.103  C17 1.082
22 H -0.146 -3.491 1.747  C17 1.078

Computed properties:
- HOMO-LUMO gap (eV) = 8.0
- SMILES = C[C@@H](O)CN.C=CC=O
- multiplicity = 1
- HOMO (eV) = -8.561
- relative energy (zero: lowest compared OMol25 entry of this formula, charge and spin) (kJ/mol) = 227.9
- charge = 0

C6H13NO2 | ωB97M-V with the def2-TZVPD basis set

Bonds (Å) are listed after each position.
Element x y z (Å)
1 C -0.084 1.372 -0.543  C2 1.497, O5 1.371, H8 1.090
2 C -1.477 1.304 -1.089  C1 1.497, H11 1.091, H12 1.089, H13 1.091
3 C -0.120 0.623 1.433  N4 1.362, O6 1.224
4 N 0.373 1.375 2.457  C3 1.362, H9 1.014, H10 1.006
5 O 0.946 1.269 -1.442  C1 1.371, H7 0.973
6 O -1.149 -0.015 1.612  C3 1.224
7 H 0.716 0.600 -2.109  O5 0.973
8 H 0.150 2.275 0.021  C1 1.090
9 H -0.014 1.290 3.391  N4 1.014
10 H 1.175 1.968 2.322  N4 1.006
11 H -1.674 0.338 -1.556  C2 1.091
12 H -2.207 1.381 -0.286  C2 1.089
13 H -1.627 2.121 -1.796  C2 1.091
14 C 1.680 -1.623 -0.230  C15 1.503, H18 1.094, H19 1.089, H20 1.090
15 C 0.248 -1.468 -0.657  C14 1.503, C16 1.343, H17 1.088
16 C -0.765 -2.075 -0.018  C15 1.343, H21 1.076, H22 1.080
17 H 0.118 -1.300 -1.724  C15 1.088
18 H 2.132 -2.512 -0.680  C14 1.094
19 H 2.284 -0.777 -0.555  C14 1.089
20 H 1.738 -1.706 0.855  C14 1.090
21 H -0.675 -2.365 1.014  C16 1.076
22 H -1.768 -2.074 -0.420  C16 1.080

Computed properties:
- HOMO-LUMO gap (eV) = 8.8
- multiplicity = 1
- HOMO (eV) = -8.033
- relative energy (zero: lowest compared OMol25 entry of this formula, charge and spin) (kJ/mol) = 399.2
- charge = 0